The following is a quantum chemistry calculation of a molecular structure, AsF6H22O11 at a distorted geometry, from the OMol25 dataset.

Properties
* total charge: -2
* Kohn-Sham gap (alpha / beta): 3.37 / 10.01 eV
* multiplicity: 2
* lowest unoccupied orbital energy (alpha / beta): 5.22 / 5.05 eV

Cartesian coordinates (Å):
As: 0.4600 -0.2812 0.0442
F: 0.6602 0.1767 1.7062
F: -0.0213 -1.8971 0.5582
F: 0.4122 -0.6340 -1.7682
F: 0.9252 1.4120 -0.4084
F: 2.1552 -0.7385 0.0248
F: -1.2805 0.2167 0.1689
O: -2.2032 -3.1095 1.5444
H: -2.3335 -2.7612 2.4264
H: -1.5188 -2.5571 1.1668
O: 2.6716 1.2017 -3.6400
H: 2.4763 0.8691 -2.7640
H: 2.1399 1.9935 -3.7201
O: 1.7306 -3.7441 -0.4819
H: 1.9682 -4.1736 0.3399
H: 0.9481 -3.2354 -0.2693
O: -2.0673 3.2774 0.7601
H: -2.9850 3.1329 0.9905
H: -1.9599 2.8391 -0.0840
O: -1.4810 2.6459 -1.8854
H: -0.6614 3.0542 -1.6068
H: -1.2126 1.8220 -2.2921
O: -1.2405 2.4185 3.1633
H: -1.6344 2.7856 2.3719
H: -0.4974 1.9054 2.8458
O: 1.6508 -1.1149 3.8151
H: 2.5975 -1.0902 3.6761
H: 1.3270 -0.3128 3.4053
O: 1.2650 -1.0667 -5.4006
H: 2.0752 -1.4444 -5.7430
H: 1.5124 -0.6952 -4.5539
O: 0.9946 3.6254 -1.7234
H: 0.9386 2.8141 -1.2186
H: 1.8900 3.9336 -1.5838
O: 0.6904 -3.6681 3.0248
H: -0.2242 -3.5812 3.2935
H: 1.0700 -2.8036 3.1825
O: -4.0136 -0.1232 0.2509
H: -4.1377 -1.0671 0.3495
H: -3.0864 -0.0244 0.0345

The following is a quantum chemistry calculation of a molecular structure, AsF6H74O37 at a distorted geometry, from the OMol25 dataset.

Properties
* total charge: -1
* Kohn-Sham gap: 7.87 eV
* multiplicity: 1
* lowest unoccupied orbital energy: 0.52 eV

Cartesian coordinates (Å):
As: -0.4052 0.1992 -0.0545
F: 0.9226 -0.5580 -0.9066
F: -1.2620 -1.4328 0.0620
F: -1.7607 0.9821 0.8172
F: 0.5622 1.7207 -0.0414
F: -1.2338 0.5433 -1.6157
F: 0.4152 -0.1463 1.5401
O: 2.3697 5.0439 -3.4036
H: 1.8035 4.2824 -3.5292
H: 2.3300 5.5126 -4.2372
O: -4.2296 -2.2719 4.7759
H: -3.9736 -2.7923 4.0143
H: -3.7191 -1.4659 4.6984
O: 3.7055 1.3552 -3.6082
H: 4.0666 0.7266 -2.9832
H: 2.9147 1.6882 -3.1839
O: 3.1777 -2.5971 4.6623
H: 3.3279 -2.1094 5.4721
H: 3.7088 -3.3878 4.7564
O: -3.0572 -5.5159 -2.6608
H: -2.4093 -5.9270 -3.2331
H: -2.9174 -4.5760 -2.7763
O: 1.2045 1.9324 -2.6446
H: 1.2464 2.4255 -1.8253
H: 0.7365 1.1289 -2.4174
O: 5.2202 -1.6464 0.9356
H: 4.6375 -1.1135 1.4766
H: 5.5863 -2.2914 1.5408
O: -3.8420 0.6826 -3.2407
H: -4.1547 -0.1652 -2.9250
H: -2.9248 0.5305 -3.4684
O: -4.2350 -2.5615 -3.1372
H: -4.5076 -3.0031 -2.3328
H: -4.7902 -2.9402 -3.8188
O: 1.0083 4.7482 3.1289
H: 1.2858 4.6247 4.0366
H: 1.0351 3.8703 2.7482
O: 3.5976 -0.5107 2.6923
H: 2.8756 -0.1995 3.2384
H: 4.3466 -0.5540 3.2867
O: 1.8018 0.5867 4.4553
H: 2.3998 0.3729 5.1715
H: 1.0126 0.9099 4.8899
O: 2.2311 2.2713 2.1659
H: 2.1968 1.5881 2.8355
H: 1.6697 1.9459 1.4621
O: -0.9824 -0.4029 4.7430
H: -0.2736 -0.7564 4.2056
H: -0.7567 -0.6597 5.6371
O: -1.4853 4.5530 -0.3480
H: -1.4235 4.8816 0.5489
H: -1.0227 3.7153 -0.3291
O: 0.4852 -4.2211 -4.2103
H: 0.9216 -4.1713 -5.0608
H: -0.4490 -4.2092 -4.4189
O: 4.8489 3.9514 -1.9981
H: 4.8067 3.0654 -1.6383
H: 3.9683 4.3043 -1.8707
O: -3.2577 -4.5002 -0.0374
H: -2.4764 -5.0342 -0.1809
H: -2.9283 -3.6031 0.0180
O: 1.1735 -2.4282 2.7465
H: 1.5042 -1.6763 2.2549
H: 1.8384 -2.5883 3.4162
O: -4.5298 -4.1942 2.5224
H: -5.2902 -3.9877 1.9790
H: -3.7764 -3.9944 1.9668
O: 4.9378 1.9864 0.6700
H: 4.9814 2.7217 1.2812
H: 4.1313 1.5271 0.9041
O: -1.7220 -3.1454 2.0699
H: -0.9189 -3.3582 2.5453
H: -1.4805 -2.4086 1.5086
O: 1.3804 -5.1934 2.3148
H: 2.2549 -5.3653 1.9656
H: 1.3403 -4.2411 2.4032
O: 0.8534 3.3124 -5.5594
H: -0.0095 3.5202 -5.9180
H: 0.7589 2.4288 -5.2036
O: -0.3580 -5.7844 -0.5281
H: 0.1733 -5.2469 -1.1155
H: 0.0908 -5.7331 0.3158
O: -0.4847 2.0913 5.7513
H: -1.1434 1.9666 5.0680
H: -0.8121 2.8270 6.2688
O: -5.7580 2.9738 1.3568
H: -5.7204 2.6477 0.4576
H: -5.1007 3.6689 1.3876
O: -4.8366 3.2469 -2.0316
H: -4.3589 2.5697 -2.5107
H: -4.1646 3.8781 -1.7742
O: -4.9618 -0.4870 0.7610
H: -4.6311 -1.3577 0.9820
H: -4.4544 0.1093 1.3117
O: 2.6603 5.8591 -0.2821
H: 1.8337 5.8245 -0.7635
H: 2.5103 6.5072 0.4062
O: -1.4518 1.4250 -5.9132
H: -1.7175 2.3348 -5.7794
H: -2.2491 0.9825 -6.2043
O: 2.9979 -1.6636 -5.5353
H: 2.1792 -1.6984 -6.0300
H: 2.8688 -0.9528 -4.9073
O: 2.6044 -3.3090 -1.9241
H: 2.6143 -2.4343 -1.5354
H: 2.0618 -3.2175 -2.7073
O: 4.7464 -0.4704 -2.1197
H: 5.3723 -0.7085 -1.4358
H: 4.7919 -1.1910 -2.7481
O: -1.4691 -2.1057 -3.7689
H: -2.2905 -2.5465 -3.5517
H: -1.5202 -1.2652 -3.3138
O: -1.2581 5.8159 2.0577
H: -0.3648 5.8552 2.3993
H: -1.8148 5.9285 2.8282
O: -3.0398 0.6880 3.0874
H: -2.5621 0.3884 3.8609
H: -2.3600 0.8488 2.4329

The following is a quantum chemistry calculation of a molecular structure, B2CsF4H4 at a distorted geometry, from the OMol25 dataset.

Properties
* Kohn-Sham gap (alpha / beta): 9.78 / 4.15 eV
* multiplicity: 2
* lowest unoccupied orbital energy (alpha / beta): -0.90 / -6.52 eV

Cartesian coordinates (Å):
Cs: 1.7715 5.1736 -19.9832
B: 1.9376 3.7524 -22.8850
H: 1.8426 4.8005 -22.6468
H: 2.9620 3.5481 -23.1553
H: 1.5637 3.1486 -22.0727
H: 1.2916 3.5457 -23.7242
B: -1.7757 6.5077 -20.0410
F: -2.5388 7.3098 -19.1626
F: -0.9119 7.2824 -20.6796
F: -1.0886 5.6149 -19.2239
F: -2.5988 5.8554 -20.9404

The following is a quantum chemistry calculation of a molecular structure, B2CsF8, from the OMol25 dataset.

Properties
* total charge: -1
* Kohn-Sham gap: 9.59 eV
* multiplicity: 1
* lowest unoccupied orbital energy: 1.61 eV

Cartesian coordinates (Å):
Cs: -0.6495 2.3369 0.6186
B: 1.9417 0.1782 -1.5157
F: 1.6088 1.4170 -0.8642
F: 1.8931 -0.8478 -0.5544
F: 1.0150 -0.0230 -2.5378
F: 3.2459 0.2701 -2.0379
B: -1.8137 -0.6957 1.3917
F: -2.6590 0.0031 2.2785
F: -2.0238 -0.1696 0.0795
F: -0.4678 -0.4141 1.7236
F: -2.0907 -2.0551 1.4180

The following is a quantum chemistry calculation of a molecular structure, B2CuH16O4 at a distorted geometry, from the OMol25 dataset.

Properties
* Kohn-Sham gap (alpha / beta): 7.68 / 2.75 eV
* multiplicity: 2
* lowest unoccupied orbital energy (alpha / beta): -1.73 / -5.21 eV

Cartesian coordinates (Å):
Cu: -0.0773 -0.0738 0.0441
B: -3.4409 0.6354 -0.5950
H: -2.8641 -0.2282 -0.8878
H: -3.9302 0.3923 0.3355
H: -2.7132 1.3938 -0.3511
H: -4.1470 0.9373 -1.3530
B: -0.0061 -0.0803 3.7027
H: 0.9363 0.3804 3.9552
H: -0.6148 0.5638 3.0872
H: 0.1977 -0.9536 3.1027
H: -0.5181 -0.3960 4.5985
O: 0.7947 0.3897 -3.3313
H: 0.6645 1.1812 -3.8537
H: 1.2139 -0.2273 -3.9311
O: 1.0542 3.3542 -0.0289
H: 0.5902 4.1725 -0.2062
H: 1.9802 3.5787 -0.1199
O: -0.1791 -3.5910 -1.1508
H: 0.3330 -3.9290 -1.8855
H: -0.4895 -4.3732 -0.6946
O: 3.4051 -0.8646 -0.0468
H: 4.0709 -0.5600 -0.6633
H: 3.7395 -1.7025 0.2730

The following is a quantum chemistry calculation of a molecular structure, B3BrFH2O3S at a distorted geometry, from the OMol25 dataset.

Properties
* total charge: -1
* Kohn-Sham gap: 6.61 eV
* multiplicity: 1
* lowest unoccupied orbital energy: 2.77 eV

Cartesian coordinates (Å):
S: -1.8143 0.6976 1.7554
B: -0.8127 0.8887 0.2553
O: -1.1383 0.3507 -0.9752
B: -0.0851 -0.5090 -1.3221
O: 1.1646 0.0872 -1.3488
B: 1.3501 0.6331 -0.1001
Br: 2.7232 0.0535 1.0703
O: 0.3952 1.5523 0.3545
H: -2.9719 0.2826 1.2267
H: -0.2561 -1.6603 -1.5224
F: 1.4453 -2.3763 0.6065

The following is a quantum chemistry calculation of a molecular structure, B4CuF16 at a distorted geometry, from the OMol25 dataset.

Properties
* total charge: -2
* Kohn-Sham gap (alpha / beta): 12.16 / 9.76 eV
* multiplicity: 2
* lowest unoccupied orbital energy (alpha / beta): 5.58 / 3.19 eV

Cartesian coordinates (Å):
Cu: 0.0742 0.0030 -0.2282
B: 1.1100 2.4585 0.5099
F: -0.1101 3.0237 0.8514
F: 0.9503 1.7553 -0.7628
F: 2.1157 3.4017 0.4337
F: 1.4331 1.4246 1.4120
B: -1.3901 -1.1671 1.8881
F: -0.8319 -1.5911 3.0829
F: -2.7719 -1.3295 1.9075
F: -1.0594 0.2241 1.6478
F: -0.8119 -1.8114 0.7709
B: -2.0611 0.2618 -1.9373
F: -1.3447 0.4589 -3.1369
F: -1.6181 -0.9552 -1.3434
F: -1.6808 1.2763 -1.0279
F: -3.4227 0.1890 -2.2093
B: 2.3352 -1.5637 -0.3510
F: 1.7111 -1.3736 0.8896
F: 3.4189 -0.7066 -0.5017
F: 2.6333 -2.8821 -0.5760
F: 1.3208 -1.0966 -1.3191

The following is a quantum chemistry calculation of a molecular structure, BBrF4Mn2 at a distorted geometry, from the OMol25 dataset.

Properties
* total charge: +2
* Kohn-Sham gap (alpha / beta): 5.82 / 5.98 eV
* multiplicity: 11
* lowest unoccupied orbital energy (alpha / beta): -12.47 / -12.31 eV

Cartesian coordinates (Å):
Mn: -0.5327 3.6783 0.5034
Mn: -1.8106 -1.2760 0.2095
Br: -1.7541 1.2263 0.9451
B: 0.7902 -0.7192 -0.3428
F: 1.3605 0.1838 0.5093
F: 1.8073 -1.1847 -1.0925
F: 0.2859 -1.7835 0.4166
F: -0.1465 -0.1251 -1.1485

The following is a quantum chemistry calculation of a molecular structure, BCdF22P3 at a distorted geometry, from the OMol25 dataset.

Properties
* total charge: -2
* Kohn-Sham gap: 12.44 eV
* multiplicity: 1
* lowest unoccupied orbital energy: 5.58 eV

Cartesian coordinates (Å):
Cd: 0.4155 0.0160 0.1845
P: -2.8947 0.7859 0.5713
F: -3.1972 -0.3998 1.6135
F: -1.4040 0.9526 1.2389
F: -2.0785 -0.1320 -0.5193
F: -2.6514 2.0834 -0.3823
F: -4.2895 0.4323 -0.1671
F: -3.5983 1.8165 1.6146
P: 0.0409 -2.7506 -1.2199
F: 1.5462 -2.9121 -0.7090
F: -0.5419 -2.0849 0.1771
F: 0.3916 -1.1327 -1.5279
F: -1.4379 -2.4605 -1.8146
F: 0.4761 -3.2548 -2.6776
F: -0.3509 -4.2328 -0.7774
P: 1.3560 2.5031 -0.8739
F: 0.0171 1.7256 -1.3717
F: 1.0791 1.9712 0.6818
F: 2.0691 1.0832 -1.1175
F: 2.7367 3.1199 -0.3016
F: 1.6898 2.9351 -2.3873
F: 0.5915 3.8580 -0.5634
B: 2.0166 -0.7877 2.1018
F: 2.3105 -0.7985 0.7250
F: 2.8918 0.0506 2.7815
F: 0.6850 -0.2923 2.1589
F: 2.1310 -2.0947 2.5618

In order of appearance, total energy = -3675.9740 -5663.5009 -471.7177 -869.3889 -2000.2598 -3373.8765 -3338.7901 -5299.7646 -3414.7571 Ha.